# 1
DFT (the ωB97M-V functional and the def2-TZVPD basis) results for the molecule C3H2Cl2S at a distorted geometry.

Summary:
E_HOMO = -9.11 eV
LUMO energy = -0.062 Eh
SMILES = S=CC=C(Cl)Cl
2S+1 = 1
frontier orbital gap = 0.2728 Ha

Geometry (Å):
S1 3.21630 -0.30781 -0.15566
C1 1.66775 0.41192 0.42943
C2 0.40544 -0.38289 0.07839
C3 -0.93265 -0.02541 0.07019
Cl1 -1.36870 1.58688 -0.11302
Cl2 -2.17658 -1.29916 0.00223
H1 1.45332 1.43838 0.96101
H2 0.51238 -1.42630 -0.05508


# 2
DFT (the ωB97M-V functional and the def2-TZVPD basis) results for a cluster of 2 separate species, C3H2ClF3 in total at a distorted geometry.

Summary:
E_HOMO (alpha / beta) = -5.67 / -11.01 eV
LUMO energy (alpha / beta) = 0.032 / -0.108 Eh
expectation value of S² = 2.003
2S+1 = 3
frontier orbital gap (alpha / beta) = 0.2407 / 0.2963 Ha

Geometry (Å):
C1 -1.72535 -0.01488 0.38217
C2 -2.18895 -1.13642 0.41216
C3 2.00398 -0.85611 -0.20552
F1 -2.85764 -2.20724 0.16026
F2 1.63262 -2.00845 0.42817
F3 1.39486 0.12810 0.41469
Cl1 3.79127 -0.72494 -0.00881
H1 1.92244 -1.06080 -1.24191
H2 -0.91960 0.65472 0.44074


# 3
DFT (the ωB97M-V functional and the def2-TZVPD basis) results for the molecule C3H2ClF5O at a distorted geometry.

Summary:
E_HOMO = -11.85 eV
LUMO energy = 0.026 Eh
SMILES = FC(F)OC(F)(F)[C@@H](F)Cl
2S+1 = 1
frontier orbital gap = 0.4614 Ha

Geometry (Å):
F1 0.36650 2.52763 -1.35536
C1 1.01282 1.37071 -0.83150
F2 1.98332 1.11166 -1.66268
O1 0.06259 0.38841 -0.69336
C2 -0.06414 -0.28491 0.52765
F3 -0.56658 0.66767 1.44772
F4 1.08822 -0.67579 0.98691
C3 -1.07185 -1.34669 0.29061
F5 -0.57648 -2.21957 -0.52770
Cl1 -1.39573 -2.22121 1.85107
H1 1.36211 1.66884 0.16462
H2 -2.20079 -0.98676 -0.19800


# 4
DFT (the ωB97M-V functional and the def2-TZVPD basis) results for a structure of composition C3H2ClF6MgNO8S2 at a distorted geometry.

Summary:
total charge = -2
E_HOMO = -0.99 eV
LUMO energy = 0.180 Eh
2S+1 = 1
frontier orbital gap = 0.2161 Ha

Geometry (Å):
Mg1 0.83554 -1.60613 0.45213
O1 3.59076 -4.25178 -0.31310
Cl1 2.58815 -3.28215 0.01029
O2 1.77839 -3.70633 1.14102
O3 3.18182 -2.00168 0.36084
O4 1.68399 -3.06509 -1.10931
F1 1.04153 2.89018 1.90255
C1 1.30360 2.37208 0.69347
F2 1.08712 3.30801 -0.21119
F3 2.62202 2.08316 0.66567
S1 0.35787 0.78994 0.48074
O5 0.91410 0.17635 -0.73938
O6 0.95562 0.08625 1.65113
N1 -1.10798 1.08757 0.59698
S2 -2.15973 0.37452 -0.62419
O7 -3.43660 0.26743 0.07717
O8 -1.49716 -1.21073 -0.51285
C2 -2.35742 2.61883 -1.54850
F4 -0.99672 2.73955 -1.89814
F5 -2.72100 3.97423 -1.40368
F6 -2.93713 2.30847 -2.80009
C3 -1.23362 -1.89307 0.78703
H1 -1.83162 -2.81180 0.77717
H2 -1.66152 -1.24782 1.56425


# 5
DFT (the ωB97M-V functional and the def2-TZVPD basis) results for the molecule C3H2ClFO2 at a distorted geometry.

Summary:
E_HOMO = -10.37 eV
LUMO energy = -0.042 Eh
SMILES = O=CC(=O)[C@@H](F)Cl
2S+1 = 1
frontier orbital gap = 0.3391 Ha

Geometry (Å):
O1 2.07935 0.53532 -1.35007
C1 0.93201 0.39674 -1.04396
C2 0.56777 -0.07415 0.37628
O2 1.40582 -0.34926 1.19668
C3 -0.92010 -0.16484 0.69447
F1 -1.54498 0.93723 0.19500
Cl1 -1.56065 -1.61903 -0.10947
H1 0.13641 0.59162 -1.71814
H2 -1.09563 -0.25363 1.75920


# 6
DFT (the ωB97M-V functional and the def2-TZVPD basis) results for the molecule C3H2ClFO2 at a distorted geometry.

Summary:
E_HOMO = -10.28 eV
LUMO energy = -0.010 Eh
SMILES = O=C(O)/C=C(/F)Cl
2S+1 = 1
frontier orbital gap = 0.3679 Ha

Geometry (Å):
O1 1.01479 -1.13242 -2.23226
C1 0.79521 -0.70087 -1.12817
O2 1.93699 -0.40080 -0.27542
C2 -0.57066 -0.37550 -0.74727
C3 -0.96706 0.08948 0.41876
F1 -2.16692 -0.01578 0.72616
Cl1 -0.00542 1.10654 1.37517
H1 1.74732 -0.03170 0.67274
H2 -1.31200 -0.45030 -1.78455


Summary of energy above the lowest of the compared OMol25 structures with the same formula, charge and spin in kJ/mol
109.3, 409.3, 95.4, 171.8, 66.1, 147.1
(order as listed above)